A molecular structure, Ag2ClO4PZn in a non-equilibrium geometry. Source: OMol25; level of theory: ωB97M-V/def2-TZVPD.

Structure (XYZ):
```
9
Properties=species:S:1:pos:R:3:nbo_charge:R:1
Zn 0.32059 -0.04012 1.04955 1.60
Ag 2.31645 -4.91420 -2.33517 0.21
Ag 1.21542 -1.44422 -2.55740 0.40
Cl -0.43658 -1.98803 0.10031 -0.77
P -0.67045 2.87074 2.02107 1.40
O -1.52936 1.16504 2.06818 -0.75
O -0.99086 2.36626 0.25364 -0.61
O -1.55376 0.64229 -1.92695 -0.24
O 1.32854 1.34224 1.32678 -1.24
```

## Properties
Spin multiplicity ... 1
HOMO energy ... -6.63 eV